{"formula": "C58H72F10N12O4PS2", "method": "ωB97M-V/def2-TZVPD", "symbols": ["C", "C", "O", "C", "N", "C", "C", "O", "C", "C", "C", "C", "C", "F", "F", "C", "F", "F", "S", "F", "F", "F", "F", "F", "N", "S", "C", "N", "C", "C", "C", "C", "O", "N", "C", "C", "C", "C", "C", "C", "C", "F", "P", "N", "O", "H", "H", "H", "H", "H", "H", "H", "H", "H", "H", "H", "H", "H", "H", "H", "H", "H", "H", "H", "H", "H", "H", "H", "H", "H", "H", "H", "H", "H", "H", "H", "H", "H", "H", "H", "H", "H", "N", "C", "C", "C", "C", "C", "H", "H", "H", "H", "H", "N", "C", "C", "C", "C", "C", "H", "H", "H", "H", "H", "N", "C", "C", "C", "C", "C", "H", "H", "H", "H", "H", "N", "C", "C", "C", "C", "C", "H", "H", "H", "H", "H", "N", "C", "C", "C", "C", "C", "H", "H", "H", "H", "H", "N", "C", "C", "C", "C", "C", "H", "H", "H", "H", "H", "N", "C", "C", "C", "C", "C", "H", "H", "H", "H", "H"], "xyz": [[4.327, 2.005, -0.613], [2.850, 1.653, -0.830], [2.575, 1.312, -2.194], [1.929, 2.817, -0.486], [0.544, 2.406, -0.319], [0.066, 2.232, 1.045], [-1.216, 1.399, 1.001], [-0.964, -0.002, 1.233], [-0.249, -0.523, 0.160], [0.553, -1.768, 0.584], [0.181, -2.537, 1.848], [-1.185, -3.231, 1.987], [-2.101, -2.620, 3.056], [-2.998, -1.776, 2.500], [-1.419, -1.908, 3.977], [-2.983, -3.714, 3.751], [-4.052, -3.136, 4.295], [-3.401, -4.562, 2.798], [-2.146, -4.717, 5.147], [-2.151, -3.418, 6.046], [-0.689, -4.341, 4.593], [-2.100, -6.036, 4.257], [-3.561, -5.147, 5.698], [-1.460, -5.507, 6.312], [0.740, -2.580, -0.736], [2.510, -2.478, -1.178], [0.312, -4.043, -0.652], [0.976, -4.881, -1.605], [0.068, -1.730, -1.826], [-0.244, -2.320, -3.198], [0.723, -1.771, -4.263], [0.017, -0.680, -5.052], [-0.963, -0.934, -5.707], [0.563, 0.597, -4.918], [-0.268, 1.667, -4.428], [0.373, 2.679, -3.709], [-0.364, 3.722, -3.156], [-1.743, 3.780, -3.341], [-2.372, 2.780, -4.083], [-1.648, 1.716, -4.624], [-0.995, -0.869, -1.127], [-1.029, 0.273, -1.924], [-2.805, -1.461, -0.813], [-3.083, -2.829, -1.801], [-3.509, -0.363, -1.788], [4.793, 1.365, 0.136], [4.880, 1.884, -1.545], [4.455, 3.041, -0.302], [2.587, 0.783, -0.208], [3.171, 0.603, -2.450], [1.970, 3.518, -1.319], [2.319, 3.327, 0.401], [-0.054, 3.037, -0.833], [0.819, 1.667, 1.601], [-0.126, 3.171, 1.580], [-1.971, 1.708, 1.718], [-1.629, 1.505, -0.006], [0.488, 0.206, -0.202], [1.549, -1.396, 0.813], [0.347, -1.844, 2.670], [0.955, -3.302, 1.954], [-1.747, -3.210, 1.054], [-1.030, -4.275, 2.246], [2.939, -3.115, -0.077], [-0.757, -4.090, -0.830], [0.533, -4.374, 0.354], [1.491, -5.622, -1.137], [0.323, -5.330, -2.231], [0.833, -0.977, -2.039], [-0.286, -3.405, -3.236], [-1.241, -1.977, -3.455], [1.636, -1.391, -3.804], [1.021, -2.557, -4.957], [1.367, 0.527, -4.309], [1.446, 2.649, -3.561], [0.127, 4.503, -2.590], [-2.319, 4.593, -2.919], [-3.441, 2.832, -4.246], [-2.161, 0.955, -5.191], [-2.442, -3.596, -1.686], [-3.239, -2.635, -2.783], [-4.286, 0.010, -1.358], [-0.335, 7.159, -4.011], [-1.278, 6.983, -4.934], [-1.346, 7.705, -6.117], [-0.362, 8.651, -6.362], [0.635, 8.836, -5.416], [0.599, 8.073, -4.260], [-2.023, 6.230, -4.705], [-2.138, 7.517, -6.829], [-0.366, 9.228, -7.278], [1.428, 9.554, -5.571], [1.361, 8.189, -3.496], [1.666, -7.742, 0.283], [0.589, -7.457, 1.012], [-0.106, -8.379, 1.776], [0.347, -9.689, 1.782], [1.463, -10.009, 1.027], [2.085, -9.007, 0.298], [0.262, -6.421, 0.985], [-0.974, -8.079, 2.347], [-0.163, -10.446, 2.363], [1.849, -11.018, 1.000], [2.963, -9.224, -0.300], [-6.866, -9.016, 7.716], [-6.350, -8.078, 6.927], [-5.927, -6.838, 7.383], [-6.048, -6.551, 8.733], [-6.587, -7.518, 9.566], [-6.978, -8.728, 9.011], [-6.271, -8.334, 5.876], [-5.516, -6.116, 6.693], [-5.737, -5.596, 9.140], [-6.704, -7.340, 10.626], [-7.403, -9.508, 9.633], [0.753, 5.787, -0.684], [1.098, 6.475, -1.771], [1.284, 7.849, -1.782], [1.100, 8.549, -0.601], [0.740, 7.847, 0.539], [0.581, 6.474, 0.444], [1.233, 5.896, -2.679], [1.567, 8.353, -2.695], [1.235, 9.622, -0.569], [0.586, 8.352, 1.483], [0.303, 5.894, 1.318], [4.628, 5.912, -5.523], [3.400, 6.272, -5.888], [3.048, 6.595, -7.190], [4.028, 6.546, -8.168], [5.313, 6.178, -7.803], [5.559, 5.868, -6.474], [2.664, 6.304, -5.092], [2.030, 6.875, -7.424], [3.795, 6.791, -9.197], [6.111, 6.129, -8.532], [6.553, 5.573, -6.152], [6.243, 3.061, -2.546], [7.212, 2.338, -1.989], [8.313, 1.860, -2.683], [8.413, 2.146, -4.035], [7.412, 2.897, -4.629], [6.352, 3.335, -3.847], [7.101, 2.135, -0.929], [9.072, 1.281, -2.174], [9.256, 1.791, -4.614], [7.449, 3.143, -5.682], [5.556, 3.933, -4.275], [-5.626, -3.507, 10.675], [-5.110, -2.571, 9.881], [-4.684, -1.331, 10.332], [-4.801, -1.045, 11.682], [-5.337, -2.009, 12.521], [-5.732, -3.219, 11.970], [-5.037, -2.829, 8.829], [-4.273, -0.610, 9.639], [-4.482, -0.088, 12.074], [-5.450, -1.830, 13.581], [-6.155, -3.996, 12.597]], "atomic_forces_ev_per_a": [[-0.222, -0.367, -0.120], [0.171, 0.096, 0.400], [-0.070, -0.428, -0.111], [-0.139, -0.219, 0.075], [0.232, 0.104, -0.018], [-0.173, -0.159, -0.240], [-0.052, 0.075, -0.089], [-0.112, 0.025, -0.053], [0.381, -0.266, -0.181], [-0.045, 0.457, 0.311], [-0.060, -0.482, -0.367], [0.064, 0.331, 0.001], [-0.079, -0.170, -0.142], [0.072, -0.022, -0.018], [-0.083, -0.022, 0.061], [-0.055, 0.149, 0.113], [0.120, -0.045, 0.025], [-0.050, 0.048, 0.088], [0.039, -0.047, -0.120], [-0.017, -0.039, 0.019], [-0.003, 0.027, 0.029], [0.028, 0.010, -0.059], [0.013, 0.047, -0.037], [0.005, -0.006, 0.053], [1.052, 0.190, -0.149], [-0.438, -0.109, 0.080], [0.005, -0.724, -0.612], [-0.160, -0.144, 0.364], [0.062, 0.293, 0.020], [-0.062, -0.046, 0.089], [0.274, -0.406, -0.414], [0.187, 0.412, -0.253], [-0.200, -0.014, 0.112], [-0.420, -0.497, 1.011], [-0.128, 0.429, -0.357], [-0.213, 0.261, -0.076], [-0.197, -0.197, -0.349], [0.037, -0.402, -0.171], [0.334, 0.062, 0.161], [0.050, 0.358, 0.080], [-0.105, -0.176, -0.213], [-0.152, -0.187, -0.105], [0.002, -0.277, 0.120], [0.186, 0.361, -0.074], [-0.174, 0.023, 0.157], [-0.089, -0.037, 0.147], [-0.336, 0.061, 0.312], [0.037, 0.015, -0.105], [-0.061, 0.053, 0.060], [0.253, 0.044, 0.044], [0.184, 0.123, 0.081], [-0.005, 0.072, -0.006], [-0.092, 0.003, 0.047], [0.002, 0.096, 0.166], [0.138, 0.057, -0.010], [0.131, -0.110, 0.204], [-0.228, 0.113, 0.067], [-0.100, 0.053, 0.114], [0.038, -0.089, -0.091], [-0.045, 0.112, -0.051], [0.051, 0.072, 0.274], [-0.133, 0.013, 0.079], [0.022, -0.049, -0.061], [0.001, -0.097, 0.022], [-0.168, 0.387, 0.295], [-0.021, 0.187, 0.098], [0.158, 0.014, -0.102], [0.036, 0.081, -0.127], [-0.054, 0.159, 0.283], [0.099, -0.039, 0.153], [-0.114, -0.025, -0.079], [0.064, -0.098, -0.002], [-0.095, -0.006, -0.025], [0.167, 0.372, -0.120], [-0.169, -0.059, -0.085], [-0.141, -0.305, -0.069], [0.009, 0.030, 0.023], [-0.001, -0.071, -0.014], [0.088, -0.021, -0.036], [-0.168, -0.316, 0.034], [0.074, 0.019, -0.077], [-0.041, 0.095, -0.080], [-0.106, 0.168, -0.247], [-0.183, 0.028, 0.081], [0.173, -0.011, 0.020], [-0.011, 0.068, -0.063], [-0.205, -0.032, -0.138], [-0.488, 0.019, -2.538], [-0.001, -0.020, -0.070], [-0.016, 0.003, 0.014], [-0.029, 0.015, -0.005], [0.026, 0.012, -0.017], [-1.607, -0.897, -6.127], [-0.130, 0.146, -0.058], [-0.011, 0.068, 0.031], [0.019, -0.029, -0.012], [0.001, -0.019, -0.010], [-0.014, 0.009, 0.020], [0.087, 0.039, -0.039], [-0.074, -0.029, 0.055], [0.008, 0.016, 0.005], [0.001, -0.004, 0.001], [0.010, -0.001, -0.007], [-0.005, -0.022, -0.002], [0.007, -0.004, 0.000], [0.003, -0.015, -0.014], [-0.035, -0.040, 0.049], [0.027, 0.054, 0.019], [0.007, -0.017, -0.025], [-0.006, -0.017, -0.001], [0.004, 0.020, -0.005], [-0.021, 0.013, -0.024], [-0.032, 0.002, 0.019], [-0.004, -0.003, 0.005], [-0.001, 0.012, 0.016], [-0.010, 0.115, -0.148], [0.326, -0.042, 0.182], [0.773, 0.051, 2.769], [-0.030, -0.159, -0.049], [-0.097, -0.043, 0.079], [-0.051, 0.091, 0.073], [0.170, 0.201, 0.119], [1.534, 0.775, 6.061], [0.025, 0.022, 0.012], [0.002, -0.018, 0.022], [-0.001, 0.017, 0.012], [0.017, -0.043, -0.054], [0.008, -0.011, 0.085], [0.003, 0.009, -0.010], [0.014, -0.003, 0.009], [-0.023, -0.004, -0.004], [-0.001, 0.016, 0.012], [-0.067, -0.013, -0.046], [-0.009, 0.002, 0.018], [0.001, -0.002, 0.000], [0.007, 0.000, 0.004], [0.012, 0.022, -0.017], [0.432, 0.203, -0.413], [0.169, 0.070, -0.073], [-0.013, 0.009, 0.051], [-0.007, 0.009, -0.037], [0.014, -0.014, -0.002], [-0.014, 0.000, 0.025], [0.021, -0.030, 0.007], [0.001, 0.011, 0.011], [-0.003, -0.001, 0.000], [-0.014, -0.003, -0.002], [0.010, 0.040, -0.006], [0.030, -0.015, -0.035], [-0.011, -0.019, 0.000], [-0.001, 0.007, 0.012], [0.001, 0.001, 0.000], [0.004, 0.013, -0.010], [-0.012, -0.032, -0.008], [0.010, 0.020, -0.004], [-0.003, -0.003, -0.009], [0.000, 0.002, 0.001], [-0.003, -0.009, 0.005], [0.001, 0.012, 0.017]], "largest_force_ev_per_a": 6.397, "charge": 1, "de_lowest_ev": 0.000, "orbital_gap_ev": 7.0121, "homo_ev": -10.1, "energy_ha": -5347.27638}